(1)
The following is a DFT calculation (ωB97M-V/def2-TZVPD) of the ion C6H15N4 with charge +1.

The geometry in XYZ format:
```
25
Properties=species:S:1:pos:R:3:nbo_charge:R:1
C 4.381 0.236 -0.172 -0.660
C 3.369 -0.824 0.122 -0.270
N 1.967 -0.589 0.216 -0.309
C 1.418 0.542 0.254 0.045
C -0.227 0.556 0.160 0.525
N -0.579 1.685 -0.302 -0.720
N -1.147 -0.369 0.397 -0.547
C -2.639 -0.239 0.440 0.119
C -3.111 -1.451 -0.401 -0.650
N -3.218 1.053 -0.035 -0.879
H 3.962 0.964 -0.935 0.206
H 4.936 0.784 0.591 0.236
H 5.192 -0.222 -0.789 0.245
H 3.601 -1.167 1.095 0.236
H 3.417 -1.576 -0.686 0.229
H 1.799 1.609 0.418 0.200
H -1.514 1.960 -0.228 0.436
H 0.094 2.311 -0.687 0.417
H -0.956 -1.220 0.810 0.426
H -2.902 -0.225 1.589 0.220
H -4.277 -1.475 -0.435 0.239
H -2.816 -1.216 -1.373 0.215
H -2.826 -2.478 -0.249 0.244
H -3.291 1.223 -0.968 0.379
H -4.059 1.345 0.545 0.418
```

Calculated values
Largest force on an atom = 5.1 eV/A
Multiplicity = 1
E_HOMO = -13.74 eV
Kohn-Sham gap = 0.3816 Ha
Energy relative to the best compared isomer or geometry (same formula, charge and spin) = 1.491 eV
M = 143.21 g/mol
SMILES string = CC/N=C/C(N)=[NH+]/[C@H](C)N
Charge = +1
Lowest unoccupied orbital energy = -3.4 eV

---

(2)
The following is a DFT calculation (ωB97M-V/def2-TZVPD) of a structure of composition C6H15N4OW.

The geometry in XYZ format:
```
27
Properties=species:S:1:pos:R:3:lowdin_spin:R:1
C 0.634 1.256 -2.285 0.036
W -0.386 0.405 -0.644 1.687
N -0.082 -0.933 1.065 0.049
H 0.790 -0.727 -1.051 -0.014
H 0.705 -0.503 1.605 0.006
H -1.880 -0.433 -0.415 0.011
H 0.670 0.474 -3.073 0.008
H 1.660 1.524 -2.004 0.006
H 0.073 2.139 -2.638 0.016
H -0.898 -0.998 1.680 0.011
H 0.180 -1.895 0.842 0.005
C 2.986 2.951 3.161 0.000
N 1.820 2.975 2.294 0.007
C 1.115 4.137 2.151 0.043
C -0.025 4.184 1.405 -0.003
C -0.400 3.023 0.759 0.044
N 0.339 1.908 0.808 0.016
C 1.405 1.803 1.715 0.011
O 1.911 0.698 1.987 0.014
N -1.454 2.858 -0.121 0.026
H 3.486 1.987 3.062 0.000
H 2.689 3.119 4.203 0.000
H 3.655 3.763 2.865 0.000
H 1.523 4.982 2.698 0.002
H -0.642 5.071 1.319 -0.001
H -2.073 3.657 -0.216 0.000
H -2.030 1.998 0.024 0.020
```

Calculated values
Largest force on an atom = 2.2 eV/A
Multiplicity = 3
E_HOMO (alpha / beta) = -10.88 / -12.95 eV
Kohn-Sham gap (alpha / beta) = 0.2499 / 0.3150 Ha
M = 343.05 g/mol
Charge = +1
Lowest unoccupied orbital energy (alpha / beta) = -4.1 / -4.4 eV

---

(3)
The following is a DFT calculation (ωB97M-V/def2-TZVPD) of a cluster of 2 separate species, C6H15N4S in total.

The geometry in XYZ format:
```
26
Properties=species:S:1:pos:R:3:lowdin_spin:R:1
C 0.412 -0.783 -0.405 0.482
C 1.806 -1.338 -0.277 0.065
C 2.550 -0.728 -1.574 0.017
C 1.370 -0.525 -2.574 0.020
C -0.967 0.166 -2.147 0.144
C -0.568 0.987 3.608 0.001
N -1.515 0.387 2.656 0.006
N -2.052 1.433 -0.300 0.670
N 0.229 -0.559 -1.712 0.177
N -0.712 -0.875 0.382 0.202
S -2.050 -0.067 -0.658 0.131
H 2.431 -1.255 0.635 0.005
H 1.661 -2.321 -0.616 0.021
H 3.062 0.233 -1.314 0.002
H 3.345 -1.198 -1.990 0.000
H 1.546 0.407 -3.211 0.003
H 1.279 -1.250 -3.319 0.004
H -1.584 -0.218 -2.999 0.004
H -0.906 1.321 -2.047 0.018
H -1.797 1.098 2.015 0.002
H -0.791 0.626 4.602 0.000
H 0.496 0.978 3.343 0.000
H -0.793 2.082 3.772 0.000
H -2.454 0.200 3.002 0.000
H -3.008 1.756 -0.344 0.022
H -0.987 -0.559 1.470 0.004
```

Calculated values
Largest force on an atom = 5.5 eV/A
Multiplicity = 3
E_HOMO (alpha / beta) = -8.73 / -13.05 eV
Kohn-Sham gap (alpha / beta) = 0.1956 / 0.2060 Ha
Energy relative to the best compared isomer or geometry (same formula, charge and spin) = 1.145 eV
M = 175.28 g/mol
Charge = +1
Lowest unoccupied orbital energy (alpha / beta) = -3.4 / -7.4 eV

---

(4)
The following is a DFT calculation (ωB97M-V/def2-TZVPD) of a cluster of 2 separate species, C6H15NO in total.

The geometry in XYZ format:
```
23
Properties=species:S:1:pos:R:3:lowdin_spin:R:1
C -1.040 1.035 1.586 0.029
C 0.426 0.558 1.613 0.026
C 0.738 -0.070 0.259 0.048
C 0.901 -1.388 0.091 0.176
C 0.930 0.828 -0.945 0.045
C 1.930 0.334 -2.036 0.074
N -1.984 0.026 2.095 0.041
H -1.465 1.214 0.596 0.013
H -1.207 1.997 2.086 0.001
H 1.132 1.387 1.675 0.003
H 0.496 -0.186 2.396 0.009
H 0.758 -2.045 0.935 0.055
H 1.372 -1.725 -0.817 0.032
H 1.349 1.788 -0.643 0.004
H -0.089 0.832 -1.348 0.023
H 1.501 0.135 -3.013 0.018
H 2.585 1.177 -2.262 0.009
H 2.617 -0.387 -1.619 0.008
H -1.770 -0.411 2.987 0.018
H -2.126 -0.643 1.362 0.059
H -0.640 -0.927 -1.788 0.027
H -1.903 -1.771 -1.666 0.103
O -1.501 -1.059 -2.206 0.179
```

Calculated values
Largest force on an atom = 2.4 eV/A
Multiplicity = 2
E_HOMO (alpha / beta) = 1.15 / -5.62 eV
Kohn-Sham gap (alpha / beta) = 0.0982 / 0.3400 Ha
Energy relative to the best compared isomer or geometry (same formula, charge and spin) = 1.469 eV
M = 117.19 g/mol
Charge = -1
Lowest unoccupied orbital energy (alpha / beta) = 3.8 / 3.6 eV

---

(5)
The following is a DFT calculation (ωB97M-V/def2-TZVPD) of a cluster of 2 separate species, C6H15NO in total.

The geometry in XYZ format:
```
23
Properties=species:S:1:pos:R:3:nbo_charge:R:1
C 1.516 0.023 -0.901 -0.629
C 1.584 -1.479 -0.571 -0.511
C 1.200 -1.902 0.841 0.659
N 1.600 -1.181 1.920 -0.841
O 0.663 -2.880 1.260 -0.611
H 1.606 0.251 -1.954 0.224
H 2.270 0.579 -0.477 0.207
H 0.576 0.545 -0.860 0.217
H 1.146 -2.227 -1.276 0.252
H 2.755 -1.781 -0.751 0.237
H 1.250 -1.416 2.868 0.419
H 2.161 -0.259 1.778 0.372
C -1.811 0.384 -1.201 -0.595
C -1.872 0.692 0.243 -0.420
C -1.348 2.089 0.631 -0.612
H -1.796 -0.676 -1.441 0.216
H -0.854 0.679 -1.686 0.197
H -2.811 0.849 -1.825 0.190
H -2.798 0.545 0.769 0.212
H -1.210 -0.154 0.626 0.195
H -1.618 2.438 1.641 0.217
H -0.328 2.071 0.288 0.201
H -1.881 2.808 0.078 0.201
```

Calculated values
Largest force on an atom = 5.8 eV/A
Multiplicity = 1
E_HOMO = -9.56 eV
Kohn-Sham gap = 0.3812 Ha
Energy relative to the best compared isomer or geometry (same formula, charge and spin) = 2.681 eV
M = 117.19 g/mol
SMILES string = CCC(N)=O.CCC
Charge = 0
Lowest unoccupied orbital energy = 0.8 eV

---

(6)
The following is a DFT calculation (ωB97M-V/def2-TZVPD) of the molecule C6H15NO.

The geometry in XYZ format:
```
23
Properties=species:S:1:pos:R:3:nbo_charge:R:1
C -2.717 0.273 0.371 -0.644
C -1.393 0.338 -0.379 0.103
O -1.446 -0.193 -1.682 -0.741
C -0.259 -0.598 0.568 -0.405
C 1.028 -0.068 0.109 0.195
C 1.499 -0.525 -1.258 -0.636
C 1.333 1.388 0.389 -0.643
N 1.798 -1.013 1.347 -0.934
H -3.496 0.808 -0.178 0.201
H -3.039 -0.763 0.481 0.203
H -2.624 0.719 1.359 0.221
H -1.106 1.390 -0.480 0.156
H -2.346 -0.463 -1.901 0.471
H -0.493 -0.366 1.602 0.224
H -0.461 -1.618 0.256 0.216
H 0.990 0.025 -2.048 0.229
H 1.334 -1.592 -1.397 0.213
H 2.567 -0.335 -1.359 0.211
H 0.909 1.699 1.342 0.218
H 2.412 1.532 0.416 0.219
H 0.934 2.021 -0.404 0.218
H 1.897 -2.003 1.138 0.354
H 2.677 -0.655 1.708 0.351
```

Calculated values
Largest force on an atom = 6.3 eV/A
Multiplicity = 1
E_HOMO = -8.56 eV
Kohn-Sham gap = 0.3484 Ha
Energy relative to the best compared isomer or geometry (same formula, charge and spin) = 2.439 eV
M = 117.19 g/mol
SMILES string = C[C@H](O)CC(C)(C)N
Charge = 0
Lowest unoccupied orbital energy = 0.9 eV

---

(7)
The following is a DFT calculation (ωB97M-V/def2-TZVPD) of the molecule C6H15NO.

The geometry in XYZ format:
```
23
Properties=species:S:1:pos:R:3:nbo_charge:R:1
C 2.860 0.807 -0.419 -0.619
C 1.457 0.355 -0.814 0.253
O 0.678 1.573 -0.930 -0.772
N 0.896 -0.428 0.231 -0.660
C -0.839 -0.360 0.313 0.183
C -1.123 -1.752 0.884 -0.635
C -1.098 0.707 1.369 -0.636
C -1.760 -0.169 -0.891 -0.646
H 3.278 1.487 -1.168 0.212
H 3.536 -0.041 -0.274 0.205
H 2.835 1.357 0.528 0.223
H 1.469 -0.142 -1.792 0.132
H -0.028 1.722 -1.568 0.487
H 1.166 -1.397 0.070 0.353
H -0.883 -2.531 0.154 0.203
H -0.558 -1.938 1.800 0.220
H -2.188 -1.859 1.132 0.209
H -2.139 0.645 1.717 0.197
H -1.005 1.730 1.000 0.225
H -0.442 0.573 2.232 0.226
H -1.500 -0.849 -1.707 0.215
H -1.808 0.855 -1.266 0.200
H -2.805 -0.346 -0.601 0.225
```

Calculated values
Largest force on an atom = 3.7 eV/A
Multiplicity = 1
E_HOMO = -8.92 eV
Kohn-Sham gap = 0.3562 Ha
Energy relative to the best compared isomer or geometry (same formula, charge and spin) = 2.025 eV
M = 117.19 g/mol
SMILES string = C[C@H](O)NC(C)(C)C
Charge = 0
Lowest unoccupied orbital energy = 0.8 eV

---

(8)
The following is a DFT calculation (ωB97M-V/def2-TZVPD) of a cluster of 2 separate species, C6H15NO in total.

The geometry in XYZ format:
```
23
Properties=species:S:1:pos:R:3:nbo_charge:R:1
C 0.323 -0.444 3.656 -0.660
C 0.136 0.344 2.372 -0.186
C 0.725 -0.184 1.284 -0.174
C 1.123 0.504 0.053 -0.464
C 0.727 -0.061 -1.332 -0.047
C -0.499 0.526 -1.939 -0.607
N 1.772 0.225 -2.370 -0.862
H 0.407 -1.525 3.510 0.211
H 1.371 -0.281 3.917 0.227
H -0.494 -0.410 4.364 0.219
H -0.126 1.385 2.449 0.194
H 0.968 -1.247 1.477 0.185
H 0.594 1.464 0.098 0.209
H 2.224 0.637 0.020 0.222
H 0.536 -1.155 -1.339 0.199
H -1.310 0.425 -1.187 0.182
H -0.574 1.561 -2.267 0.209
H -0.869 -0.001 -2.814 0.231
H 2.580 -0.373 -2.480 0.362
H 2.145 1.164 -2.293 0.349
O -3.653 -0.927 -1.979 -0.941
H -3.540 -0.433 -1.163 0.472
H -4.565 -1.196 -2.037 0.470
```

Calculated values
Largest force on an atom = 2.9 eV/A
Multiplicity = 1
E_HOMO = -8.80 eV
Kohn-Sham gap = 0.3557 Ha
Energy relative to the best compared isomer or geometry (same formula, charge and spin) = 2.556 eV
M = 117.19 g/mol
SMILES string = C/C=C/C[C@@H](C)N.O
Charge = 0
Lowest unoccupied orbital energy = 0.9 eV

---

Question: Which formula does entry 7 have?
Answer: C6H15NO

---

Question: Number 4 is which compound?
Answer: C6H15NO